{"formula": "C29H27MnN2O6S2Si", "method": "the ωB97M-V functional and the def2-TZVPD basis", "elements": ["Mn", "S", "S", "Si", "O", "O", "O", "O", "O", "O", "N", "N", "C", "C", "C", "C", "C", "C", "C", "C", "C", "C", "C", "C", "C", "C", "C", "C", "C", "C", "C", "C", "C", "C", "C", "C", "C", "C", "C", "C", "C", "H", "H", "H", "H", "H", "H", "H", "H", "H", "H", "H", "H", "H", "H", "H", "H", "H", "H", "H", "H", "H", "H", "H", "H", "H", "H", "H"], "coordinates": [[1.696, -0.692, -0.030], [-0.938, -4.182, 0.824], [2.682, -2.275, -4.117], [-1.020, 1.168, -0.335], [6.103, -1.903, 1.871], [3.488, -1.365, 0.374], [0.459, 0.414, -0.531], [1.797, -0.115, 1.881], [5.670, -0.795, 4.590], [2.931, 0.354, 4.674], [0.656, -2.332, 0.233], [1.973, -1.496, -1.837], [-4.551, -0.774, -1.469], [2.623, -1.087, -2.895], [-4.079, -1.871, -2.176], [-1.565, 1.975, 4.239], [-2.600, 1.386, 3.527], [3.843, -1.097, 1.566], [4.892, -0.780, 3.701], [-2.712, -2.047, -2.335], [5.111, -1.369, 2.262], [-1.828, -1.138, -1.772], [-2.457, 1.141, 2.168], [-0.095, -4.310, -0.658], [-1.283, 1.482, 1.490], [2.915, -0.420, 2.379], [-3.660, 0.131, -0.910], [-0.180, -2.701, 1.181], [0.202, 3.642, -0.896], [-0.258, 2.084, 2.228], [1.488, -2.783, -1.964], [1.783, -3.365, -3.149], [3.448, -0.174, 3.739], [-0.732, 2.363, -2.834], [-0.390, 2.325, 3.587], [-2.276, -0.039, -1.033], [-0.475, -1.950, 2.430], [-2.274, 3.500, -1.216], [-0.948, 2.744, -1.364], [3.260, 0.254, -3.009], [0.697, -3.229, -0.824], [-1.370, -2.345, 2.906], [-4.774, -2.574, -2.615], [3.174, 0.646, -4.021], [-1.559, 1.765, -3.222], [-2.337, -2.884, -2.911], [2.771, 0.949, -2.327], [0.190, 1.791, -2.969], [-3.268, 0.654, 1.643], [-5.616, -0.619, -1.358], [0.668, 2.361, 1.739], [-1.673, 2.163, 5.299], [4.319, 0.191, -2.756], [0.422, 2.780, 4.139], [-0.656, 3.267, -3.446], [-0.765, -1.265, -1.934], [-3.518, 1.114, 4.031], [1.169, 3.139, -0.981], [-3.118, 2.911, -1.580], [1.522, -4.349, -3.500], [-0.625, -0.892, 2.214], [0.244, 4.543, -1.515], [0.073, 3.964, 0.139], [-4.060, 0.987, -0.381], [0.355, -2.034, 3.132], [-0.252, -5.136, -1.331], [-2.243, 4.421, -1.805], [-2.468, 3.778, -0.178]], "mulliken_spin": [0.90, 0.00, 0.00, -0.01, 0.02, 0.01, 0.05, 0.05, 0.00, 0.00, -0.03, -0.03, 0.00, 0.01, 0.00, 0.00, 0.00, 0.03, 0.00, 0.00, -0.01, 0.00, 0.00, 0.00, 0.00, 0.01, 0.00, -0.01, 0.00, 0.00, 0.00, 0.00, -0.01, 0.00, 0.00, 0.00, 0.00, 0.00, 0.00, 0.01, 0.01, 0.00, 0.00, 0.00, 0.00, 0.00, 0.00, 0.00, 0.00, 0.00, 0.00, 0.00, 0.00, 0.00, 0.00, 0.00, 0.00, 0.00, 0.00, 0.00, 0.00, 0.00, 0.00, 0.00, 0.00, 0.00, 0.00, 0.00], "charge": 1, "gap_ev": [5.527, 5.654], "s_squared": 0.90, "max_force_ha_per_bohr": 0.0303, "spin_multiplicity": 2, "homo_energy_ev": [-11.691, -11.697], "total_energy_ev": -106639.59476}

{"formula": "C29H27N12O4Sc", "method": "the ωB97M-V functional and the def2-TZVPD basis", "elements": ["Sc", "O", "O", "O", "O", "N", "N", "N", "N", "N", "N", "N", "N", "N", "N", "N", "N", "C", "C", "C", "C", "C", "C", "C", "C", "C", "C", "C", "C", "C", "C", "C", "C", "C", "C", "C", "C", "C", "C", "C", "C", "C", "C", "C", "C", "C", "H", "H", "H", "H", "H", "H", "H", "H", "H", "H", "H", "H", "H", "H", "H", "H", "H", "H", "H", "H", "H", "H", "H", "H", "H", "H", "H"], "coordinates": [[1.021, -0.712, 2.154], [0.237, -1.816, 3.597], [0.892, 1.000, 0.992], [-0.116, -4.127, 1.492], [0.419, -2.099, 0.757], [-0.688, -1.386, -1.421], [-1.347, 1.339, 1.559], [3.265, 2.618, 3.770], [3.640, -1.960, 0.492], [2.213, 0.747, 3.453], [1.491, 1.465, 4.354], [3.131, -0.995, 1.319], [4.197, 1.078, 2.173], [4.864, -1.705, 0.237], [5.273, -0.584, 0.827], [2.151, 2.583, 4.568], [-1.214, 0.142, 2.291], [-1.255, -3.094, -3.075], [-0.756, -2.680, -1.837], [0.737, 4.683, -1.080], [-0.311, 2.905, 0.161], [-0.943, -3.357, 4.901], [-0.473, 5.261, -1.335], [1.589, 0.249, -2.009], [0.050, 1.463, -3.656], [-0.914, -2.169, 3.987], [1.223, 2.435, -4.006], [-2.313, 0.879, -3.881], [0.239, 0.513, -2.680], [-1.197, 1.645, -4.243], [-1.698, 4.724, -0.866], [-2.075, -1.510, 3.715], [3.271, 1.492, 3.091], [-0.242, 1.656, 0.988], [-1.328, -4.494, -3.346], [0.786, 3.451, -0.374], [-3.418, 0.521, 3.087], [-0.042, -3.306, 0.618], [-0.500, -5.000, -1.149], [-1.609, 3.582, -0.107], [-2.182, -0.312, 2.993], [-0.834, -0.325, -2.379], [4.211, -0.154, 1.515], [-1.089, -5.410, -2.340], [-2.079, -0.088, -2.954], [-0.394, -3.625, -0.859], [1.606, 5.081, -1.638], [-1.709, -4.871, -4.283], [0.804, 3.399, -4.482], [-3.724, 0.857, 2.070], [5.002, 1.668, 1.952], [-1.122, -6.463, -2.527], [-3.042, -1.893, 4.107], [1.719, 2.817, -0.300], [1.836, -0.824, -2.207], [-0.509, -3.075, 5.834], [-3.186, 1.402, 3.673], [2.304, 0.870, -2.507], [1.700, 2.922, -3.155], [-1.226, 2.470, -5.017], [-0.124, -1.251, -0.551], [-4.230, -0.054, 3.506], [-1.477, -2.297, -3.837], [-0.165, -5.679, -0.436], [-2.627, 5.210, -1.099], [-2.889, -0.799, -2.530], [-0.256, -4.039, 4.462], [-2.541, 3.106, 0.240], [2.035, 1.917, -4.686], [-1.919, -3.780, 5.114], [-0.563, 6.200, -1.898], [1.706, 0.462, -0.920], [-3.290, 1.117, -4.380]], "lowdin_charge": [1.03, -0.12, -0.18, 0.08, -0.16, 0.10, 0.09, -0.01, -0.09, -0.08, -0.07, -0.05, 0.12, -0.14, -0.01, -0.11, 0.01, -0.02, -0.23, -0.10, -0.12, -0.02, -0.14, 0.00, -0.24, -0.47, -0.07, -0.11, -0.16, -0.08, -0.11, -0.04, -0.51, -0.45, -0.11, -0.05, -0.04, -0.53, -0.03, -0.01, -0.36, -0.20, -0.43, -0.13, -0.08, -0.03, 0.10, 0.08, 0.08, 0.08, 0.14, 0.08, 0.11, 0.14, 0.11, 0.07, 0.08, 0.05, 0.04, 0.11, 0.10, 0.06, 0.11, 0.09, 0.08, 0.15, 0.07, 0.10, 0.11, 0.07, 0.09, 0.07, 0.11], "charge": -2, "gap_ev": 6.834, "max_force_ha_per_bohr": 0.0729, "homo_energy_ev": -2.446, "total_energy_ev": -77288.91551}

{"formula": "C29H27N5O2PdS2", "method": "the ωB97M-V functional and the def2-TZVPD basis", "elements": ["Pd", "S", "S", "O", "O", "N", "N", "N", "N", "N", "C", "C", "C", "C", "C", "C", "C", "C", "C", "C", "C", "C", "C", "C", "C", "C", "C", "C", "C", "C", "C", "C", "C", "C", "C", "C", "C", "C", "C", "H", "H", "H", "H", "H", "H", "H", "H", "H", "H", "H", "H", "H", "H", "H", "H", "H", "H", "H", "H", "H", "H", "H", "H", "H", "H", "H"], "coordinates": [[1.238, 0.100, -3.108], [-1.125, -2.828, -0.412], [0.431, -2.121, -2.836], [1.338, 2.058, -3.819], [2.712, -2.910, 0.856], [3.123, 0.206, -1.896], [3.321, -0.841, 1.638], [2.456, -2.450, 3.070], [-0.637, 0.561, -2.315], [-1.172, -0.410, -1.457], [-1.023, 2.557, -3.597], [3.513, -0.137, 0.434], [2.781, -2.257, 5.461], [0.552, 4.115, -4.572], [4.218, 1.056, 0.471], [-3.841, -3.093, -2.055], [-2.916, 0.963, -2.975], [-0.453, 5.021, -4.786], [-4.937, -3.131, -2.917], [2.990, -0.543, -0.790], [-1.461, 1.330, -2.951], [4.371, 1.805, -0.680], [-1.781, 4.732, -4.408], [-6.155, -1.681, -1.444], [-0.689, -1.594, -1.609], [-2.036, 3.516, -3.840], [2.761, -1.521, 6.642], [2.418, 0.643, 7.932], [0.319, 2.849, -3.968], [-6.096, -2.427, -2.618], [2.814, -2.119, 1.777], [-5.060, -1.643, -0.590], [3.796, 1.359, -1.845], [-2.750, -2.256, 0.122], [2.413, -0.172, 6.655], [2.049, -0.322, 4.256], [-3.890, -2.345, -0.883], [2.441, -1.659, 4.252], [2.050, 0.404, 5.442], [3.065, -3.308, 5.476], [2.276, -3.431, 3.160], [3.032, -2.011, 7.574], [-2.642, -1.229, 0.454], [-7.054, -1.125, -1.196], [-3.054, 3.292, -3.530], [-3.034, -0.110, -2.942], [1.420, 1.027, 8.163], [-3.437, 1.368, -2.102], [1.694, 0.147, 3.344], [1.736, 1.445, 5.419], [-2.939, -3.643, -2.307], [-4.877, -3.714, -3.831], [2.482, -1.477, -0.888], [-6.947, -2.456, -3.291], [1.577, 4.326, -4.861], [-0.222, 5.974, -5.256], [-2.969, -2.871, 0.995], [-5.108, -1.049, 0.322], [3.085, 1.503, 7.850], [-3.383, 1.353, -3.874], [3.613, -0.377, 2.478], [4.926, 2.736, -0.670], [3.855, 1.923, -2.763], [-2.577, 5.453, -4.553], [2.749, 0.044, 8.781], [4.652, 1.398, 1.409]], "mulliken_spin": [1.33, 0.01, 0.22, 0.10, 0.00, 0.06, 0.00, 0.00, 0.13, 0.05, -0.01, 0.00, 0.00, 0.01, 0.01, 0.00, 0.01, 0.00, 0.00, 0.04, 0.00, 0.00, 0.00, 0.00, 0.00, 0.00, 0.00, 0.00, 0.04, 0.00, 0.00, 0.00, 0.02, 0.00, 0.00, 0.00, 0.00, 0.00, 0.00, 0.00, 0.00, 0.00, 0.00, 0.00, 0.00, 0.00, 0.00, 0.00, 0.00, 0.00, 0.00, 0.00, -0.01, 0.00, 0.00, 0.00, 0.00, 0.00, 0.00, 0.00, 0.00, 0.00, 0.00, 0.00, 0.00, 0.00], "gap_ev": [7.595, 5.873], "s_squared": 2.01, "max_force_ha_per_bohr": 0.0175, "spin_multiplicity": 3, "homo_energy_ev": [-7.284, -7.406], "total_energy_ev": -67206.68522}